(1)
Entry from the Open Molecules 2025 dataset: an isolated ion of composition C6H16N2 and charge -1 (ωB97M-V/def2-TZVPD).

Cartesian coordinates (Å):
C (-0.505, 0.554, -0.811)
N (0.523, 0.281, -1.863)
C (1.899, -0.096, -1.535)
C (2.848, 1.068, -1.884)
C (-0.280, 0.007, 0.596)
N (-1.387, -0.756, 1.157)
C (-0.979, -1.267, 2.453)
C (-2.649, -0.034, 1.173)
H (-1.460, 0.192, -1.184)
H (-0.532, 1.641, -0.745)
H (0.124, -0.454, -2.430)
H (2.181, -0.946, -2.111)
H (2.004, -0.421, -0.501)
H (3.882, 0.785, -1.682)
H (2.697, 1.222, -2.949)
H (2.561, 1.942, -1.305)
H (0.158, 0.813, 1.207)
H (0.541, -0.705, 0.567)
H (-0.032, -1.795, 2.303)
H (-1.701, -1.976, 2.860)
H (-0.815, -0.498, 3.224)
H (-3.467, -0.650, 0.771)
H (-3.000, 0.258, 2.167)
H (-2.612, 0.836, 0.522)

Calculated values
**Highest occupied orbital energy (spin up / spin down)**: 1.41 / -5.01 eV
**ΔE to the lowest compared entry with this formula, charge and spin**: 30.3 kcal per mole
**Expectation value of S²**: 0.75
**Maximum force**: 0.026 Eh/bohr
**2S+1**: 2
**Net charge**: -1
**DFT total energy**: -9458.95621 eV

***

(2)
Entry from the Open Molecules 2025 dataset: an isolated ion of composition C9H18NO3Si and charge +1 (ωB97M-V/def2-TZVPD).

Cartesian coordinates (Å):
C (2.081, -2.456, 1.412)
O (1.741, -1.831, 0.183)
Si (0.534, -0.873, -0.160)
C (0.651, 0.675, 0.847)
C (0.071, 1.939, 0.267)
C (0.615, 3.218, 0.787)
C (-0.379, 4.038, 1.183)
C (-1.631, 3.368, 0.836)
N (-1.384, 2.135, 0.460)
C (-2.318, 1.171, -0.038)
O (-0.944, -1.483, -0.021)
C (-1.631, -2.749, -0.078)
O (0.673, -0.362, -1.681)
C (1.616, -0.372, -2.709)
H (1.345, -3.037, 1.854)
H (2.326, -1.848, 2.290)
H (2.966, -2.995, 1.366)
H (0.241, 0.447, 1.764)
H (1.735, 0.812, 0.924)
H (0.276, 1.780, -0.867)
H (1.771, 3.435, 0.669)
H (-0.380, 4.983, 1.624)
H (-2.576, 3.550, 1.118)
H (-3.299, 1.553, -0.178)
H (-1.797, 0.738, -0.873)
H (-2.660, 0.502, 0.740)
H (-2.017, -3.072, -0.951)
H (-2.355, -2.648, 0.653)
H (-0.924, -3.548, 0.109)
H (1.001, -0.829, -3.614)
H (2.450, -0.996, -2.718)
H (1.945, 0.592, -2.870)

Calculated values
**Highest occupied orbital energy**: -13.38 eV
**ΔE to the lowest compared entry with this formula, charge and spin**: 9.5 kcal per mole
**Maximum force**: 0.101 Eh/bohr
**Net charge**: +1
**DFT total energy**: -25129.17339 eV

***

(3)
Entry from the Open Molecules 2025 dataset: one molecule with the formula NO3PS (ωB97M-V/def2-TZVPD).

Cartesian coordinates (Å):
N (-0.128, -0.278, -1.293)
O (0.029, 1.251, 0.545)
O (1.473, -0.895, 0.472)
O (-1.049, -1.037, 0.960)
P (-0.408, 1.494, -0.962)
S (0.083, -0.536, 0.279)

Calculated values
**Highest occupied orbital energy (spin up / spin down)**: -10.75 / -10.75 eV
**ΔE to the lowest compared entry with this formula, charge and spin**: 9.0 kcal per mole
**Maximum force**: 0.105 Eh/bohr
**Net charge**: 0
**DFT total energy**: -27754.45222 eV

***

(4)
Entry from the Open Molecules 2025 dataset: a 3-piece molecular cluster, C5H14NO4 overall (ωB97M-V/def2-TZVPD).

Cartesian coordinates (Å):
C (2.085, 0.089, 1.541)
C (0.600, 0.056, 1.044)
C (0.079, 1.296, 0.342)
C (0.818, 1.544, -1.000)
C (0.295, 0.651, -2.162)
O (1.003, 0.498, -3.179)
O (-0.800, 0.041, -1.980)
N (-0.241, -0.350, 2.164)
H (2.515, -0.902, 1.436)
H (2.620, 0.847, 0.946)
H (2.202, 0.495, 2.554)
H (0.577, -0.762, 0.317)
H (0.054, 2.210, 0.918)
H (-0.955, 1.047, 0.088)
H (1.881, 1.310, -0.952)
H (0.641, 2.593, -1.268)
H (0.173, -1.014, 2.796)
H (-0.666, 0.412, 2.674)
H (-0.884, -2.247, -1.447)
H (-2.260, -2.642, -0.831)
O (-1.412, -3.002, -1.149)
H (-2.239, -0.581, -1.527)
H (-3.016, -0.627, -0.200)
O (-3.070, -0.960, -1.124)

Calculated values
**Highest occupied orbital energy**: -4.78 eV
**ΔE to the lowest compared entry with this formula, charge and spin**: 13.2 kcal per mole
**Maximum force**: 0.035 Eh/bohr
**Net charge**: -1
**DFT total energy**: -15094.34548 eV

***

(5)
Entry from the Open Molecules 2025 dataset: a 2-piece molecular cluster, C6H14O overall (ωB97M-V/def2-TZVPD).

Cartesian coordinates (Å):
C (-3.385, -1.764, 0.890)
C (-2.360, -1.313, 1.643)
C (-1.275, -0.661, 0.838)
C (0.167, -0.638, 1.330)
C (1.001, -0.167, 0.215)
C (0.985, 1.312, -0.277)
H (-3.367, -1.689, -0.229)
H (-4.207, -2.270, 1.376)
H (-2.356, -1.541, 2.734)
H (-1.181, -1.536, -0.022)
H (-1.462, 0.306, 0.466)
H (0.240, -0.082, 2.243)
H (0.480, -1.577, 1.725)
H (0.681, -0.755, -0.706)
H (2.077, -0.390, 0.395)
H (1.118, 1.928, 0.655)
H (0.043, 1.680, -0.648)
H (1.768, 1.632, -1.036)
O (3.748, 2.594, -3.514)
H (3.035, 2.050, -3.662)
H (4.251, 2.880, -4.415)

Calculated values
**Highest occupied orbital energy**: -9.31 eV
**ΔE to the lowest compared entry with this formula, charge and spin**: 61.9 kcal per mole
**Maximum force**: 0.120 Eh/bohr
**Net charge**: 0
**DFT total energy**: -8494.20965 eV

***

(6)
Entry from the Open Molecules 2025 dataset: CH3O3S2 as an isolated structure (ωB97M-V/def2-TZVPD).

Cartesian coordinates (Å):
C (0.330, -0.654, 0.835)
O (2.835, -1.584, 0.784)
O (0.935, -2.955, -0.143)
O (-1.413, -0.048, -1.371)
S (-0.261, -1.332, -0.992)
S (1.498, -2.157, 1.021)
H (0.898, 0.220, 0.629)
H (-0.465, -0.954, 1.453)
H (-0.823, 0.661, -1.153)

Calculated values
**Highest occupied orbital energy**: -3.58 eV
**ΔE to the lowest compared entry with this formula, charge and spin**: 62.3 kcal per mole
**Maximum force**: 0.109 Eh/bohr
**Net charge**: -1
**DFT total energy**: -28897.69678 eV

***

Please write out number 5 again, unchanged.
Entry from the Open Molecules 2025 dataset: a 2-piece molecular cluster, C6H14O overall (ωB97M-V/def2-TZVPD).

Cartesian coordinates (Å):
C (-3.385, -1.764, 0.890)
C (-2.360, -1.313, 1.643)
C (-1.275, -0.661, 0.838)
C (0.167, -0.638, 1.330)
C (1.001, -0.167, 0.215)
C (0.985, 1.312, -0.277)
H (-3.367, -1.689, -0.229)
H (-4.207, -2.270, 1.376)
H (-2.356, -1.541, 2.734)
H (-1.181, -1.536, -0.022)
H (-1.462, 0.306, 0.466)
H (0.240, -0.082, 2.243)
H (0.480, -1.577, 1.725)
H (0.681, -0.755, -0.706)
H (2.077, -0.390, 0.395)
H (1.118, 1.928, 0.655)
H (0.043, 1.680, -0.648)
H (1.768, 1.632, -1.036)
O (3.748, 2.594, -3.514)
H (3.035, 2.050, -3.662)
H (4.251, 2.880, -4.415)

Calculated values
**Highest occupied orbital energy**: -9.31 eV
**ΔE to the lowest compared entry with this formula, charge and spin**: 61.9 kcal per mole
**Maximum force**: 0.120 Eh/bohr
**Net charge**: 0
**DFT total energy**: -8494.20965 eV